Entry i
Density functional theory data (ωB97M-V/def2-TZVPD) for a structure of composition C47H42I2N3O7PPbS2.

## Properties
- Net charge: -2

```
105
Properties=species:S:1:pos:R:3:lowdin_charge:R:1
Pb 0.16283 -0.05241 0.53502 1.455
C -4.49361 -3.71774 4.79632 -0.108
O -5.39021 -2.91995 4.05404 -0.099
C -4.82961 -2.12315 3.08997 -0.295
C -5.75013 -1.38260 2.31724 -0.051
C -5.25731 -0.56979 1.32832 -0.061
C -3.88116 -0.40729 1.08792 -0.107
C -3.40306 0.49705 0.04804 -0.371
C -4.31906 0.78185 -1.13774 -0.013
O -2.29384 1.02277 0.05245 -0.100
C -2.94310 -1.14793 1.87538 -0.361
O -1.68822 -1.08139 1.72654 -0.218
C -3.48335 -2.03689 2.86514 0.056
H -5.10017 -4.29321 5.49289 0.080
H -3.78169 -3.10633 5.35663 0.092
H -3.93303 -4.39794 4.15012 0.095
H -6.81065 -1.48081 2.51194 0.095
H -5.96655 -0.00351 0.73435 0.097
H -4.69617 -0.15646 -1.54815 0.090
H -3.74572 1.30986 -1.89825 0.056
H -5.17266 1.39707 -0.84321 0.077
H -2.75023 -2.62196 3.40184 0.110
C -3.24573 6.04657 -3.32888 -0.120
C -1.96006 6.48411 -3.04999 -0.107
C -1.06954 5.66619 -2.35938 -0.089
C -1.45115 4.39359 -1.94420 -0.351
C -2.76765 3.98418 -2.18835 -0.095
C -3.65329 4.79344 -2.88152 -0.094
P -0.37882 3.16323 -1.07787 1.098
C 1.22335 4.07574 -1.08548 -0.394
C 2.18361 3.98001 -2.08890 -0.115
C 3.36437 4.70795 -2.00631 -0.098
C 3.60105 5.54084 -0.92122 -0.108
C 2.65705 5.63291 0.09314 -0.097
C 1.48258 4.89775 0.01158 -0.113
C -0.18288 1.88154 -2.37549 -0.438
C -0.19511 2.19361 -3.73882 -0.130
C -0.03614 1.19292 -4.68759 -0.123
C 0.11650 -0.12347 -4.26237 -0.119
C 0.11656 -0.41677 -2.90301 -0.151
C -0.03318 0.56377 -1.90986 -0.294
H -3.92451 6.67321 -3.89620 0.088
H -1.64088 7.46626 -3.37932 0.091
H -0.06625 6.01927 -2.15312 0.095
H -3.08199 3.00757 -1.83024 0.066
H -4.66297 4.45071 -3.07380 0.095
H 2.01759 3.31739 -2.92827 0.094
H 4.11386 4.60263 -2.78179 0.096
H 4.52416 6.10498 -0.85760 0.090
H 2.84673 6.25477 0.95945 0.094
H 0.75355 4.95695 0.81381 0.095
H -0.31190 3.22129 -4.07049 0.097
H -0.03389 1.43489 -5.74441 0.083
H 0.21738 -0.91973 -4.99479 0.084
H 0.20118 -1.46035 -2.59591 0.067
I 4.42527 -0.74964 4.81254 0.823
C 2.87930 0.66493 4.86461 -0.640
C 2.71111 1.45515 5.99527 -0.271
C 1.69857 2.38178 6.03894 -0.681
I 1.48529 3.50623 7.81200 0.787
C 0.81792 2.55669 4.94248 -0.221
C -0.23936 3.49320 4.90858 -0.072
C -1.05298 3.57546 3.81581 -0.061
C -0.80596 2.73220 2.72046 -0.152
N 0.18850 1.87685 2.69829 0.076
C 0.99543 1.74924 3.78145 -0.123
C 2.05355 0.72607 3.70789 -0.455
O 2.17908 -0.02315 2.71574 -0.203
H 3.36773 1.32846 6.84531 0.064
H -0.40147 4.13750 5.76311 0.044
H -1.87212 4.28228 3.77825 0.097
H -1.43471 2.75930 1.83385 0.078
S 3.22777 1.06927 -0.45790 0.586
C 3.47615 -0.59884 -0.38161 -0.882
N 3.55377 -1.34052 -1.51706 0.014
C 3.43045 -2.79773 -1.49576 -0.180
C 4.17076 -3.32757 -0.27936 -0.164
C 3.59251 -2.66453 0.95902 -0.168
N 3.66078 -1.21245 0.80181 0.020
H 3.16287 -0.85410 -2.31143 0.105
H 3.85933 -3.18822 -2.41948 0.113
H 2.38441 -3.09473 -1.43878 0.089
H 5.23430 -3.08530 -0.36613 0.114
H 4.05641 -4.41013 -0.21358 0.103
H 4.15903 -2.93490 1.84986 0.104
H 2.55461 -2.97552 1.09637 0.112
H 3.34816 -0.64548 1.59417 0.044
C 2.50253 -7.51384 -3.59672 -0.068
C 1.70999 -6.59653 -2.69768 -0.294
C 1.83082 -6.66462 -1.31430 -0.058
C 1.11301 -5.80382 -0.48988 -0.061
C 0.25538 -4.86749 -1.04514 -0.262
C 0.11522 -4.79776 -2.42729 -0.059
C 0.83931 -5.65272 -3.24271 -0.053
S -0.52583 -3.62253 -0.00183 0.431
O -1.81621 -3.36244 -0.59502 -0.316
O -0.51092 -4.17954 1.32892 -0.324
O 0.42402 -2.48693 -0.18307 -0.496
H 2.98356 -8.30557 -3.02131 0.066
H 3.28298 -6.96278 -4.12830 0.075
H 1.86020 -7.97839 -4.34729 0.071
H 2.50091 -7.39718 -0.87496 0.102
H 1.20407 -5.84373 0.58963 0.110
H -0.56985 -4.06739 -2.84543 0.113
H 0.73748 -5.58568 -4.32193 0.107
```

---

Entry ii
Density functional theory data (ωB97M-V/def2-TZVPD) for a structure of composition C47H42I2N3O7PPbS2.

## Properties
- Net charge: -2

```
105
Properties=species:S:1:pos:R:3:lowdin_charge:R:1
Pb -0.36664 -0.68441 -2.54422 1.518
C 3.09465 -5.24694 0.48453 -0.082
O 3.58096 -5.56373 -0.81500 -0.093
C 3.25912 -4.67632 -1.80053 -0.294
C 3.44582 -5.13463 -3.12178 -0.049
C 3.02748 -4.33843 -4.15589 -0.063
C 2.43370 -3.07533 -3.95794 -0.107
C 1.84483 -2.34361 -5.06909 -0.396
C 2.30634 -2.67468 -6.48573 -0.027
O 0.99474 -1.46835 -4.95551 -0.034
C 2.37604 -2.54533 -2.61626 -0.367
O 2.03069 -1.35199 -2.33227 -0.210
C 2.78800 -3.41584 -1.55875 0.042
H 3.21971 -6.14918 1.08031 0.082
H 2.04382 -4.95376 0.45654 0.070
H 3.67418 -4.43469 0.93653 0.085
H 3.87419 -6.11463 -3.29264 0.095
H 3.11756 -4.72500 -5.16446 0.091
H 2.15028 -3.72666 -6.72754 0.064
H 3.37147 -2.45521 -6.59132 0.081
H 1.73274 -2.06167 -7.17689 0.074
H 2.61707 -3.04082 -0.55854 0.097
C 1.77559 6.43950 1.64826 -0.119
C 2.46183 5.34605 2.15432 -0.102
C 2.18047 4.06152 1.69745 -0.086
C 1.20410 3.84759 0.72660 -0.382
C 0.48901 4.95644 0.25840 -0.123
C 0.77616 6.23697 0.70186 -0.104
P 0.70725 2.21120 0.01881 1.095
C 1.93343 1.07035 0.77040 -0.356
C 2.83955 0.34634 -0.00020 -0.065
C 3.69183 -0.57470 0.60113 -0.077
C 3.62832 -0.80265 1.96708 -0.112
C 2.70521 -0.10565 2.74056 -0.121
C 1.86332 0.81923 2.14429 -0.144
C 1.29723 2.36927 -1.71631 -0.423
C 2.23389 3.35159 -2.06451 -0.117
C 2.67725 3.46964 -3.37154 -0.118
C 2.18719 2.59605 -4.33443 -0.108
C 1.28273 1.60885 -3.97336 -0.148
C 0.80350 1.45073 -2.66092 -0.269
H 2.02313 7.44094 1.97975 0.088
H 3.23755 5.49049 2.89815 0.093
H 2.74091 3.21932 2.08283 0.092
H -0.28466 4.80303 -0.48849 0.107
H 0.22992 7.08492 0.30489 0.094
H 2.85368 0.45715 -1.07545 0.090
H 4.39526 -1.12284 -0.01469 0.105
H 4.27352 -1.54133 2.43020 0.094
H 2.62769 -0.30309 3.80401 0.093
H 1.12581 1.33807 2.74926 0.089
H 2.63121 4.02801 -1.31812 0.090
H 3.40533 4.23151 -3.63096 0.086
H 2.52246 2.67685 -5.36380 0.090
H 0.93744 0.92209 -4.74134 0.073
I -4.13128 -1.13404 -6.98360 0.797
C -4.51684 -0.25810 -5.11641 -0.651
C -5.80421 0.16984 -4.81405 -0.272
C -6.05105 0.82042 -3.62918 -0.678
I -8.03064 1.46924 -3.26346 0.773
C -5.01624 1.07093 -2.69623 -0.223
C -5.16279 1.78978 -1.48905 -0.066
C -4.07949 2.01732 -0.68842 -0.055
C -2.82991 1.50088 -1.06710 -0.163
N -2.66131 0.80669 -2.16797 0.058
C -3.71073 0.59009 -2.99650 -0.135
C -3.39707 -0.10104 -4.25498 -0.489
O -2.23454 -0.47483 -4.53206 -0.202
H -6.60938 -0.00514 -5.51507 0.063
H -6.13795 2.17149 -1.21444 0.046
H -4.17133 2.57437 0.23647 0.092
H -1.95248 1.65490 -0.45242 0.012
S -1.56596 0.10483 1.77858 0.819
C -2.18845 1.22656 2.83632 -0.803
N -2.98634 0.87875 3.88426 0.000
C -3.46410 1.78920 4.90766 -0.200
C -3.60250 3.18028 4.31255 -0.180
C -2.28793 3.56676 3.65487 -0.193
N -1.95914 2.55864 2.66701 0.004
H -3.07100 -0.11519 4.01713 0.117
H -2.77612 1.82367 5.76264 0.113
H -4.42810 1.43179 5.27037 0.112
H -3.88654 3.90138 5.07971 0.108
H -4.37804 3.15902 3.54252 0.118
H -1.49914 3.65258 4.41403 0.117
H -2.37960 4.53033 3.15417 0.116
H -1.31089 2.76821 1.92114 0.072
C -0.00212 -3.64790 6.35807 -0.073
C -0.25618 -3.31226 4.90776 -0.295
C -1.51328 -3.48679 4.33745 -0.061
C -1.72621 -3.23417 2.98616 -0.078
C -0.68288 -2.78630 2.19813 -0.326
C 0.57868 -2.60127 2.75339 -0.065
C 0.78408 -2.85287 4.09952 -0.050
S -0.82609 -2.75732 0.40502 0.365
O 0.00642 -3.90428 0.07707 -0.327
O -2.23019 -2.91386 0.09045 -0.342
O -0.25120 -1.47865 -0.05181 -0.571
H -0.91208 -4.01301 6.83657 0.063
H 0.35099 -2.77503 6.91337 0.070
H 0.76425 -4.42168 6.44439 0.072
H -2.33287 -3.83694 4.95852 0.097
H -2.69720 -3.37736 2.52551 0.110
H 1.38330 -2.25654 2.11029 0.100
H 1.76977 -2.70567 4.53396 0.104
```

---

Least stable = entry ii

---

Entry i
Density functional theory data (ωB97M-V/def2-TZVPD) for a cluster of 3 separate species, C6H18O3S3 in total.

```
30
Properties=species:S:1:pos:R:3:nbo_charge:R:1
C 0.24080 6.06272 0.69790 -0.849
S 1.30566 6.39147 -0.71832 1.200
O 2.62102 5.64532 -0.57295 -0.961
C 0.19480 5.37143 -1.89118 -0.780
H -0.13338 5.09220 1.02375 0.240
H -0.72096 6.53616 0.50047 0.228
H 0.80461 6.60389 1.45774 0.237
H -0.70630 5.98343 -1.93077 0.222
H 0.16375 4.43888 -1.32772 0.226
H 0.76308 5.15069 -2.79475 0.239
C -2.08541 -3.16039 3.65982 -0.819
S -2.78285 -1.65273 2.81024 1.185
O -1.68207 -1.06155 1.89358 -0.948
C -3.67298 -2.87093 1.65965 -0.792
H -1.49101 -3.76931 2.97863 0.230
H -2.82541 -3.82603 4.10414 0.230
H -1.36416 -2.91780 4.44023 0.234
H -4.32368 -2.48906 0.87297 0.240
H -4.43807 -3.33539 2.28176 0.212
H -3.04981 -3.71818 1.37342 0.228
C 2.17967 -4.11299 -1.37613 -0.838
S 2.99580 -3.23182 -2.76850 1.172
O 2.04671 -3.33754 -3.99484 -0.972
C 2.62167 -1.47077 -2.34937 -0.782
H 2.18973 -5.20294 -1.38174 0.245
H 1.13159 -3.81612 -1.33736 0.234
H 2.47508 -3.78811 -0.37849 0.233
H 2.64232 -0.96846 -3.31651 0.253
H 3.30941 -1.04613 -1.61809 0.223
H 1.59037 -1.49986 -1.99769 0.231
```

---

Entry ii
Density functional theory data (ωB97M-V/def2-TZVPD) for a cluster of 3 separate species, C6H18O3S3 in total.

```
30
Properties=species:S:1:pos:R:3:nbo_charge:R:1
C -0.55231 3.62039 -1.73553 -0.827
S -0.38541 3.67222 -3.51390 1.215
O 1.12342 3.87800 -3.65836 -0.985
C -0.67900 1.87543 -3.83449 -0.801
H -1.54265 3.20215 -1.55557 0.222
H -0.68130 4.62407 -1.33043 0.240
H 0.27015 3.10282 -1.24178 0.243
H -1.74479 1.73389 -3.65513 0.227
H -0.12010 1.22145 -3.16512 0.227
H -0.41249 1.74766 -4.88364 0.239
C 3.46584 -0.75162 1.84183 -0.809
S 3.75072 -0.24104 3.63074 1.210
O 2.40048 -0.35334 4.25127 -0.963
C 4.76401 -1.79940 3.98993 -0.807
H 4.34093 -0.64401 1.20095 0.226
H 2.72320 -0.13865 1.33110 0.238
H 3.11788 -1.78321 1.89555 0.219
H 5.06707 -1.86224 5.03505 0.238
H 5.65170 -1.87866 3.36237 0.227
H 4.12819 -2.60824 3.62994 0.221
C -2.96413 -2.66721 -0.93959 -0.799
S -4.57063 -1.78895 -0.47797 1.176
O -4.68371 -0.64793 -1.53965 -0.972
C -3.78097 -0.79850 0.88408 -0.777
H -2.86936 -3.46483 -0.20276 0.215
H -2.02431 -2.11520 -0.95054 0.229
H -2.98231 -3.11405 -1.93363 0.242
H -2.79773 -0.40241 0.63022 0.234
H -3.54041 -1.55248 1.63358 0.210
H -4.47199 -0.06611 1.30148 0.243
```

---

Least stable = entry i

---

Entry i
Density functional theory data (ωB97M-V/def2-TZVPD) for a cluster of 4 separate species, C3H10N2O3 in total.

```
18
Properties=species:S:1:pos:R:3:nbo_charge:R:1
C 0.14029 2.45106 -0.69754 -0.143
C -0.84118 1.50512 -1.05950 -0.078
N -1.11047 0.79312 0.02794 -0.525
C -0.24831 1.21200 1.06546 0.147
N 0.44452 2.25857 0.66316 -0.497
H 0.56605 3.08615 -1.42387 0.207
H -1.17315 1.33000 -2.06632 0.219
H -1.58074 -0.06225 0.25231 0.456
H -0.11961 0.81791 2.01327 0.211
H -0.97080 -2.16859 0.48359 0.499
H -2.41873 -2.40893 0.45567 0.459
O -1.82418 -1.86762 0.83257 -0.966
H 1.43641 -1.85152 0.00124 0.515
H 0.80216 -3.24020 -0.05181 0.469
O 0.62024 -2.33164 0.00828 -0.965
H 1.74235 0.80201 0.19666 0.514
H 2.48497 -0.16343 -0.80039 0.471
O 2.05019 -0.16177 0.09929 -0.994
```

---

Entry ii
Density functional theory data (ωB97M-V/def2-TZVPD) for a cluster of 2 separate species, C3H10N2O3 in total.

```
18
Properties=species:S:1:pos:R:3:nbo_charge:R:1
C 0.10055 0.14534 1.46817 -0.076
O 0.30526 0.08669 2.88097 -0.719
C 1.18183 -0.73587 0.87502 -0.233
N 1.20396 -0.69284 -0.60019 -0.831
H 0.14620 1.17308 1.10707 0.182
H -0.89331 -0.24325 1.23955 0.155
H -0.52998 0.31696 3.30078 0.473
H 2.15111 -0.42336 1.27128 0.193
H 1.00201 -1.75155 1.22452 0.198
H 1.42811 0.25087 -0.91747 0.413
H -0.16687 -0.56270 -1.16250 0.440
H 1.95572 -1.27313 -0.93698 0.382
N -1.22477 -0.31347 -1.45776 -0.964
C -1.07392 1.42650 -1.67857 0.941
O -2.16280 1.91181 -1.68996 -0.647
O 0.09956 1.70450 -1.67498 -0.704
H -2.04462 -0.37392 -0.86806 0.403
H -1.47805 -0.64565 -2.38088 0.394
```

---

Least stable = entry i

---

Entry i
Density functional theory data (ωB97M-V/def2-TZVPD) for a cluster of 2 separate species, C4H12O2S in total.

```
19
Properties=species:S:1:pos:R:3:nbo_charge:R:1
C -0.50814 1.18998 -0.11790 -0.070
O -1.18006 2.10047 -1.04889 -0.727
C 0.69432 0.40867 -0.67342 -0.434
C 0.42390 -1.09593 -0.44224 -0.413
C 1.69102 -1.94537 -0.59172 -0.487
S 1.67247 -3.56482 0.32713 -0.057
H -0.25007 1.66544 0.82318 0.184
H -1.32473 0.48659 0.00401 0.169
H -1.31911 1.57077 -1.83659 0.461
H 1.59990 0.70404 -0.13709 0.205
H 0.80975 0.46547 -1.77290 0.212
H -0.31882 -1.43704 -1.16450 0.204
H -0.04245 -1.25822 0.53253 0.210
H 1.98736 -2.31426 -1.57467 0.223
H 2.49576 -1.40018 -0.11154 0.207
H 1.90550 -2.91543 1.46122 0.112
H -2.43656 2.61041 2.77257 0.462
H -2.77207 2.45790 1.33211 0.473
O -3.12797 2.27152 2.21871 -0.933
```

---

Entry ii
Density functional theory data (ωB97M-V/def2-TZVPD) for a cluster of 2 separate species, C4H12O2S in total.

```
19
Properties=species:S:1:pos:R:3:nbo_charge:R:1
C -1.19849 -1.55358 -0.84290 -0.044
O -1.02744 -0.75410 -2.04165 -0.762
C 0.04400 -1.66413 0.02822 -0.456
C 0.53778 -0.20724 0.24243 -0.423
C 1.50135 -0.39377 1.30964 -0.449
S 2.36768 1.28636 1.69785 -0.101
H -1.68726 -2.57957 -1.22066 0.170
H -2.12789 -1.15152 -0.20104 0.156
H -1.66899 -0.06405 -2.16603 0.491
H -0.15641 -2.39242 0.78030 0.227
H 0.68269 -2.13013 -0.74135 0.214
H 0.84045 0.28785 -0.68414 0.230
H -0.32604 0.43081 0.60107 0.203
H 2.27182 -1.18966 1.31195 0.222
H 0.82278 -0.67021 2.08388 0.212
H 2.81715 1.32453 0.48077 0.107
H -4.17662 2.08473 -2.08869 0.468
H -3.06986 2.17457 -1.18694 0.464
O -3.64913 1.52980 -1.52824 -0.930
```

---

Least stable = entry ii